Entry 1:
Molecular formula: C10H16
Method: DFT, the ωB97M-V functional and the def2-TZVPD basis

## Properties
**Frontier orbital gap (spin up / spin down)**: 3.0 / 7.0 eV
**HOMO (spin up / spin down)**: 0.8 / -3.2 eV
**Relative energy (zero: lowest compared OMol25 entry of this formula, charge and spin)**: 43.4 kJ/mol
**E_LUMO (spin up / spin down)**: 3.793 / 3.755 eV

Structure (ORCA input):
```
! RIJCOSX wB97M-V def2-TZVPD def2/J DEFGRID3
* xyz -1 2
C 1.10 -0.26 2.80
C 0.14 0.94 2.83
C 0.93 -1.13 1.55
H 0.97 -0.87 3.70
H 2.13 0.13 2.82
H -0.11 1.23 1.81
H -0.84 0.65 3.23
H 0.93 -2.18 1.86
H 0.52 1.71 3.52
H 1.83 -1.22 0.94
H 0.07 -0.90 0.93
C 0.96 1.76 -2.19
C -1.95 -1.37 -1.40
C -0.64 -1.71 -1.81
C -2.26 -0.05 -1.21
C 0.34 -0.70 -2.11
C -1.24 0.94 -1.27
C 0.04 0.61 -1.84
H -2.66 -2.16 -1.17
H -0.38 -2.76 -1.75
H -3.25 0.26 -0.86
H 1.30 -1.00 -2.50
H -1.41 1.94 -0.90
H 0.49 2.27 -3.04
H 1.92 1.35 -2.54
H 1.07 2.51 -1.41
*
```

=====

Entry 2:
Molecular formula: C4H13NO3
Method: DFT, the ωB97M-V functional and the def2-TZVPD basis

## Properties
**Frontier orbital gap**: 9.8 eV
**HOMO**: -9.0 eV
**Relative energy (zero: lowest compared OMol25 entry of this formula, charge and spin)**: 199.1 kJ/mol
**SMILES**: C[C@H](CO)NCO.O
**E_LUMO**: 0.752 eV

Structure (ORCA input):
```
! RIJCOSX wB97M-V def2-TZVPD def2/J DEFGRID3
* xyz 0 1
C -2.16 -0.56 0.72
C -1.02 0.51 0.80
C -1.51 1.84 0.23
O -2.63 2.31 1.00
N 0.26 0.10 0.29
C 0.94 -0.92 1.06
O 1.08 -2.13 0.30
H -1.78 -1.40 0.16
H -2.55 -0.80 1.69
H -3.03 -0.22 0.16
H -0.92 0.72 1.86
H -1.90 1.78 -0.78
H -0.71 2.59 0.20
H -2.31 2.72 1.81
H 0.24 -0.19 -0.68
H 1.95 -0.62 1.33
H 0.31 -1.14 1.92
H 0.37 -2.74 0.52
H 4.71 -0.83 -3.56
H 5.65 -0.16 -4.56
O 5.00 -0.87 -4.47
*
```

=====

Entry 3:
Molecular formula: C6H12N2
Method: DFT, the ωB97M-V functional and the def2-TZVPD basis

## Properties
**Frontier orbital gap**: 10.5 eV
**HOMO**: -9.5 eV
**Relative energy (zero: lowest compared OMol25 entry of this formula, charge and spin)**: 173.9 kJ/mol
**SMILES**: [H]/N=C\C(C)=N/[H].C=CC
**E_LUMO**: 1.030 eV

Structure (ORCA input):
```
! RIJCOSX wB97M-V def2-TZVPD def2/J DEFGRID3
* xyz 0 1
C 0.78 0.44 -3.08
C 0.35 0.30 -1.65
C 1.49 0.24 -0.69
N -0.87 0.27 -1.37
N 1.87 1.15 0.09
H -1.10 0.15 -0.38
H 1.32 2.01 0.05
H 2.06 -0.69 -0.69
H 1.37 1.34 -3.21
H -0.10 0.48 -3.72
H 1.39 -0.41 -3.37
C -0.90 0.47 2.40
C -0.51 -0.83 1.78
C -1.32 -1.86 1.62
H 0.52 -0.91 1.47
H -0.08 0.85 3.02
H -1.10 1.23 1.63
H -1.79 0.36 3.01
H -1.01 -2.78 1.17
H -2.36 -1.81 1.92
*
```

=====

Entry 4:
Molecular formula: C29H26N2O2
Method: DFT, the ωB97M-V functional and the def2-TZVPD basis

## Properties
**Frontier orbital gap**: 4.8 eV
**HOMO**: -6.4 eV
**Relative energy (zero: lowest compared OMol25 entry of this formula, charge and spin)**: 0.0 kJ/mol
**E_LUMO**: -1.576 eV

Structure (ORCA input):
```
! RIJCOSX wB97M-V def2-TZVPD def2/J DEFGRID3
* xyz 0 1
C -4.29 1.37 0.99
C -3.13 1.67 1.92
C -1.87 1.83 1.26
C -0.57 1.73 1.86
C 0.59 2.07 0.96
C 0.47 2.87 -0.19
C 1.58 3.18 -0.99
C 2.84 2.67 -0.65
C 2.99 1.88 0.50
C 1.87 1.60 1.30
O -0.35 1.39 3.04
O -3.31 1.75 3.14
H -4.13 1.77 -0.02
H -4.41 0.28 0.89
H -5.22 1.77 1.40
H -1.91 1.81 0.17
H -0.52 3.27 -0.45
H 1.45 3.81 -1.87
H 3.71 2.90 -1.28
H 3.97 1.49 0.79
H 1.99 1.00 2.21
C -5.42 4.88 5.16
N -4.00 5.15 5.23
C -3.05 4.42 4.59
C -1.77 4.95 4.88
C -0.58 4.36 4.46
C 0.71 4.91 4.58
C 1.16 6.25 4.52
N 2.50 6.30 4.77
C 3.33 7.49 4.75
C 2.98 5.01 5.02
C 1.89 4.11 4.88
C 2.07 2.77 5.19
C 3.32 2.34 5.65
C 4.40 3.25 5.77
C 4.23 4.61 5.45
C -2.00 6.09 5.78
C -3.41 6.18 5.95
C -4.02 7.06 6.83
C -3.18 7.89 7.59
C -1.79 7.80 7.46
C -1.19 6.89 6.57
H -5.93 5.45 5.95
H -5.84 5.17 4.19
H -5.60 3.81 5.29
H -3.29 3.54 4.01
H -0.65 3.35 4.05
H 0.57 7.14 4.33
H 4.34 7.21 5.03
H 3.34 7.94 3.75
H 2.95 8.25 5.46
H 1.22 2.09 5.05
H 3.47 1.30 5.91
H 5.37 2.90 6.13
H 5.04 5.34 5.54
H -5.10 7.07 6.91
H -3.62 8.60 8.29
H -1.15 8.46 8.06
H -0.11 6.81 6.49
*
```

=====

Entry 5:
Molecular formula: C4H5NOS
Method: DFT, the ωB97M-V functional and the def2-TZVPD basis

## Properties
**Frontier orbital gap**: 9.0 eV
**HOMO**: -8.3 eV
**Relative energy (zero: lowest compared OMol25 entry of this formula, charge and spin)**: 138.2 kJ/mol
**SMILES**: Oc1c[nH]cc1S
**E_LUMO**: 0.717 eV

Structure (ORCA input):
```
! RIJCOSX wB97M-V def2-TZVPD def2/J DEFGRID3
* xyz 0 1
C 0.42 0.66 -0.23
C 1.36 -0.37 -0.13
C -0.58 -1.26 0.33
C -0.85 0.05 0.14
H -0.07 3.05 -0.09
H 2.47 -0.47 -0.30
H 1.30 -2.30 0.69
H -1.08 -1.96 0.94
H -2.04 1.32 -0.63
N 0.76 -1.47 0.36
O -2.10 0.58 0.09
S 0.39 2.17 -1.16
*
```

=====

Entry 6:
Molecular formula: C17H22N7O5SScSe
Method: DFT, the ωB97M-V functional and the def2-TZVPD basis

## Properties
**Frontier orbital gap**: 8.4 eV
**HOMO**: -8.0 eV
**Relative energy (zero: lowest compared OMol25 entry of this formula, charge and spin)**: 6.5 kJ/mol
**E_LUMO**: 0.359 eV

Structure (ORCA input):
```
! RIJCOSX wB97M-V def2-TZVPD def2/J DEFGRID3
* xyz 0 1
Sc -0.04 0.00 -0.08
O 1.65 3.13 1.09
S 0.51 2.26 1.22
O -0.49 2.66 2.18
O -0.16 2.03 -0.15
O 0.95 0.81 1.49
C -3.06 3.07 4.23
C -4.13 3.14 3.14
C -3.66 4.00 1.97
C -4.57 1.75 2.69
N -3.53 1.01 1.98
C -2.50 0.30 2.45
N -1.82 -0.15 1.42
N -2.45 0.33 0.33
N -3.47 1.03 0.64
H -2.86 4.07 4.63
H -2.12 2.70 3.84
H -3.38 2.44 5.07
H -5.03 3.58 3.57
H -2.73 3.62 1.56
H -3.48 5.02 2.30
H -4.41 4.03 1.17
H -5.41 1.81 1.99
H -4.87 1.14 3.54
H -2.27 0.14 3.49
Se 0.82 -3.61 1.05
C -0.15 -2.68 -0.10
N -0.75 -1.97 -0.82
C 6.20 -0.81 -1.75
N 4.99 0.00 -1.83
N 3.78 -0.66 -1.85
C 2.84 0.10 -1.23
O 1.62 -0.25 -1.23
C 3.49 1.25 -0.72
C 4.80 1.13 -1.08
C 5.95 2.02 -0.73
C 3.55 -1.77 -2.71
C 3.95 -1.70 -4.04
C 3.70 -2.78 -4.87
C 3.04 -3.90 -4.39
C 2.63 -3.95 -3.06
C 2.89 -2.88 -2.21
H 6.21 -1.52 -2.58
H 6.25 -1.35 -0.81
H 7.06 -0.15 -1.85
H 3.02 2.05 -0.17
H 5.57 2.93 -0.27
H 6.52 2.29 -1.62
H 6.62 1.54 -0.02
H 4.43 -0.81 -4.41
H 4.01 -2.74 -5.91
H 2.85 -4.74 -5.04
H 2.11 -4.82 -2.68
H 2.58 -2.91 -1.17
*
```

=====

In order of appearance, molar mass = 136.2; 123.2; 112.2; 434.5; 115.2; 560.4 g mol⁻¹.
In order of appearance, DFT total energy = -390.566707; -440.639359; -345.261611; -1380.621742; -683.555260; -4981.013782 a.u..